Entry 1:
Here is a structure of composition C45H95BeFN5O5 in a non-equilibrium geometry from the OMol25 dataset. Energies are from the ωB97M-V functional and the def2-TZVPD basis.

Computed properties:
HOMO-LUMO gap	2.601	eV
DFT total energy	-2535.46399	hartree
total charge	+1
relative energy (zero: lowest compared OMol25 entry of this formula, charge and spin)	249.38	kJ/mol
LUMO level	-7.0	eV

Cartesian coordinates (Å):
1 Be 2.47 -1.14 0.00
2 F 0.40 0.23 0.02
3 C 1.22 5.06 -0.09
4 C 0.03 4.30 -0.62
5 C -1.12 5.20 -1.20
6 C -2.23 4.58 -1.98
7 C -1.62 3.88 -3.20
8 C -0.56 2.84 -2.89
9 N 0.40 3.34 -1.78
10 O 1.50 2.51 -1.46
11 C -1.25 1.55 -2.37
12 C 0.33 2.60 -4.17
13 C -0.53 3.56 0.58
14 H 2.04 4.42 0.24
15 H 1.01 5.83 0.65
16 H 1.76 5.47 -0.94
17 H -1.53 5.72 -0.34
18 H -0.66 5.93 -1.87
19 H -2.78 5.37 -2.49
20 H -2.84 3.84 -1.45
21 H -1.32 4.65 -3.91
22 H -2.39 3.29 -3.70
23 H -1.67 1.61 -1.36
24 H -2.11 1.32 -2.99
25 H -0.58 0.69 -2.31
26 H 1.12 3.35 -4.25
27 H 0.69 1.57 -4.12
28 H -0.10 2.72 -5.16
29 H -0.88 4.25 1.35
30 H 0.23 2.90 0.99
31 H -1.38 2.91 0.35
32 H 1.04 1.82 -0.98
33 C 6.89 1.23 -0.76
34 C 6.27 0.18 0.23
35 C 7.07 0.08 1.56
36 C 6.80 1.27 2.45
37 C 5.36 1.32 2.88
38 C 4.46 1.53 1.60
39 N 4.85 0.55 0.48
40 O 4.06 0.79 -0.64
41 C 3.00 1.32 1.94
42 C 4.52 3.06 1.23
43 C 6.49 -1.15 -0.52
44 H 6.87 2.28 -0.46
45 H 6.27 1.30 -1.66
46 H 7.95 1.13 -0.99
47 H 6.93 -0.89 2.03
48 H 8.12 0.18 1.33
49 H 7.01 2.18 1.88
50 H 7.48 1.41 3.29
51 H 5.29 2.14 3.60
52 H 5.11 0.41 3.43
53 H 2.85 0.30 2.29
54 H 2.70 2.08 2.66
55 H 2.30 1.51 1.13
56 H 5.53 3.39 0.96
57 H 3.89 3.32 0.38
58 H 4.28 3.63 2.12
59 H 6.37 -0.89 -1.57
60 H 5.86 -1.94 -0.12
61 H 7.53 -1.45 -0.40
62 H 4.58 1.49 -1.05
63 C 4.00 -1.93 -3.76
64 C 2.50 -2.43 -3.97
65 C 2.56 -3.91 -4.39
66 C 1.27 -4.66 -4.61
67 C 0.53 -4.49 -3.33
68 C 0.33 -3.04 -2.74
69 N 1.66 -2.32 -2.73
70 O 1.57 -1.06 -2.30
71 C -0.78 -2.31 -3.55
72 C -0.18 -3.14 -1.30
73 C 1.92 -1.58 -5.14
74 H 4.54 -2.65 -3.14
75 H 4.17 -0.94 -3.34
76 H 4.71 -1.89 -4.58
77 H 3.22 -4.07 -5.24
78 H 3.00 -4.30 -3.47
79 H 1.41 -5.72 -4.79
80 H 0.75 -4.28 -5.49
81 H 0.90 -5.16 -2.55
82 H -0.44 -4.84 -3.70
83 H -0.94 -1.28 -3.25
84 H -0.64 -2.44 -4.62
85 H -1.78 -2.74 -3.51
86 H -0.50 -2.25 -0.77
87 H -1.03 -3.82 -1.26
88 H 0.53 -3.72 -0.71
89 H 2.72 -1.42 -5.86
90 H 1.43 -0.69 -4.74
91 H 1.23 -2.16 -5.75
92 H 0.78 -0.70 -2.71
93 C -6.51 0.13 1.81
94 C -5.89 0.75 0.57
95 C -4.43 1.21 0.94
96 C -3.29 0.09 1.00
97 C -3.28 -0.74 -0.28
98 C -4.73 -1.16 -0.73
99 N -5.83 -0.16 -0.59
100 O -7.11 -0.58 -0.90
101 C -4.51 -1.36 -2.19
102 C -5.01 -2.44 0.09
103 C -6.77 1.97 0.29
104 H -5.88 -0.59 2.34
105 H -7.33 -0.53 1.53
106 H -6.84 0.88 2.53
107 H -4.05 2.02 0.30
108 H -4.49 1.68 1.92
109 H -3.55 -0.52 1.87
110 H -2.27 0.43 1.13
111 H -2.71 -1.64 -0.07
112 H -2.67 -0.18 -1.00
113 H -4.04 -0.57 -2.76
114 H -3.78 -2.17 -2.31
115 H -5.41 -1.64 -2.73
116 H -5.97 -2.89 -0.16
117 H -4.13 -3.09 0.14
118 H -5.20 -2.18 1.12
119 H -6.34 2.54 -0.53
120 H -6.81 2.77 1.04
121 H -7.82 1.69 0.15
122 H -7.06 -0.46 -1.85
123 C -1.04 1.20 4.00
124 C -1.07 -0.26 4.48
125 C -2.53 -0.39 5.13
126 C -2.95 -1.77 5.46
127 C -2.80 -2.75 4.31
128 C -1.39 -2.62 3.61
129 N -1.11 -1.19 3.34
130 O 0.06 -1.21 2.54
131 C -0.41 -3.39 4.47
132 C -1.53 -3.37 2.27
133 C -0.02 -0.54 5.52
134 H -1.28 1.37 2.95
135 H -0.09 1.72 4.15
136 H -1.61 1.91 4.58
137 H -2.53 0.11 6.09
138 H -3.28 0.15 4.56
139 H -3.99 -1.86 5.78
140 H -2.37 -2.24 6.26
141 H -3.61 -2.47 3.64
142 H -2.89 -3.75 4.73
143 H 0.64 -3.23 4.20
144 H -0.64 -3.14 5.51
145 H -0.54 -4.46 4.29
146 H -2.31 -2.98 1.62
147 H -0.66 -3.42 1.62
148 H -1.85 -4.40 2.42
149 H 0.15 0.44 5.95
150 H 0.88 -0.91 5.02
151 H -0.22 -1.17 6.38
152 H -0.17 -0.55 1.89

Here are the Mulliken charges for atoms 1 to 8, given in e:
1. Be 0.93
2. F 0.11
3. C -1.90
4. C 2.53
5. C -1.47
6. C 0.04
7. C -1.72
8. C 2.31

---

Entry 2:
Here is a structure of composition C35H23F5MnN2O4PS in a non-equilibrium geometry from the OMol25 dataset. Energies are from the ωB97M-V functional and the def2-TZVPD basis.

Computed properties:
spin multiplicity	2
HOMO-LUMO gap (spin up / spin down)	7.465 / 7.575	eV
DFT total energy	-4148.02467	hartree
total charge	-1
LUMO level (spin up / spin down)	2.4 / 2.4	eV

Cartesian coordinates (Å):
1 Mn 1.06 -1.37 0.01
2 F 7.81 -2.06 -0.77
3 C 6.51 -2.12 -1.10
4 C 5.54 -2.03 -0.12
5 F 5.90 -1.89 1.16
6 C 4.22 -2.09 -0.48
7 F 3.28 -2.01 0.48
8 C 3.77 -2.20 -1.80
9 S 2.10 -2.16 -2.21
10 C 4.79 -2.30 -2.76
11 F 4.47 -2.43 -4.05
12 C 6.13 -2.27 -2.42
13 F 7.07 -2.36 -3.37
14 O 0.92 0.51 3.83
15 C 0.89 0.26 2.64
16 O 1.30 -0.80 2.05
17 C 0.35 1.34 1.66
18 P 1.24 1.09 0.08
19 C 2.95 1.59 0.46
20 C 3.93 1.20 -0.45
21 C 5.27 1.49 -0.23
22 C 5.64 2.18 0.92
23 C 4.67 2.58 1.83
24 C 3.34 2.28 1.61
25 C 0.58 2.49 -0.89
26 C 1.03 3.80 -0.73
27 C 0.41 4.83 -1.42
28 C -0.66 4.57 -2.26
29 C -1.10 3.27 -2.44
30 C -0.48 2.23 -1.76
31 H 0.42 2.35 2.06
32 H -0.70 1.11 1.48
33 H 3.63 0.66 -1.34
34 H 6.02 1.17 -0.94
35 H 6.68 2.39 1.10
36 H 4.96 3.11 2.73
37 H 2.60 2.56 2.36
38 H 1.87 4.00 -0.08
39 H 0.77 5.85 -1.29
40 H -1.14 5.38 -2.78
41 H -1.93 3.06 -3.10
42 H -0.80 1.20 -1.89
43 O -0.92 -4.49 1.85
44 C -1.35 -3.51 1.28
45 N -2.67 -3.09 1.35
46 C -2.93 -1.92 0.55
47 C -1.52 -1.75 -0.05
48 O -1.16 -0.85 -0.83
49 N -0.67 -2.66 0.41
50 C -4.04 -2.13 -0.48
51 C -5.14 -2.92 -0.17
52 C -6.20 -3.05 -1.05
53 C -6.18 -2.38 -2.27
54 C -5.09 -1.59 -2.59
55 C -4.03 -1.46 -1.70
56 C -3.35 -0.69 1.38
57 C -3.30 0.59 0.83
58 C -3.75 1.68 1.56
59 C -4.25 1.51 2.84
60 C -4.31 0.24 3.39
61 C -3.87 -0.85 2.66
62 H -3.34 -3.61 1.87
63 H -5.17 -3.45 0.78
64 H -7.04 -3.68 -0.79
65 H -7.01 -2.49 -2.96
66 H -5.07 -1.06 -3.53
67 H -3.17 -0.85 -1.97
68 H -2.91 0.73 -0.16
69 H -3.70 2.67 1.12
70 H -4.60 2.37 3.41
71 H -4.69 0.09 4.39
72 H -3.91 -1.84 3.10

Here are the Mulliken charges for atoms 1 to 8, given in e:
1. Mn 0.13
2. F -0.35
3. C 0.64
4. C -0.06
5. F -0.38
6. C 0.05
7. F -0.40
8. C 0.33

---

Entry 3:
Here is a structure of composition C30H52CdF6NO20S2Zn in a non-equilibrium geometry from the OMol25 dataset. Energies are from the ωB97M-V functional and the def2-TZVPD basis.

Computed properties:
spin multiplicity	2
HOMO-LUMO gap (spin up / spin down)	4.038 / 5.355	eV
DFT total energy	-6076.33879	hartree
total charge	-2
LUMO level (spin up / spin down)	3.2 / 3.2	eV

Cartesian coordinates (Å):
1 Zn -4.43 -15.42 -21.34
2 Cd -1.92 -18.51 -28.11
3 C -5.54 -11.64 -22.65
4 C -5.25 -12.88 -21.97
5 C -4.41 -12.80 -20.67
6 O -3.92 -13.84 -20.30
7 C -4.45 -11.50 -20.00
8 C -4.91 -10.42 -20.63
9 C -5.49 -10.41 -22.02
10 O -5.95 -9.42 -22.66
11 O -4.89 -9.31 -19.97
12 O -5.40 -14.05 -22.35
13 H -5.93 -11.66 -23.66
14 H -4.11 -11.43 -18.97
15 C -4.22 -17.98 -24.61
16 C -4.06 -17.02 -23.68
17 C -2.88 -16.04 -23.67
18 O -2.56 -15.33 -22.65
19 C -1.91 -16.04 -24.63
20 C -1.93 -17.11 -25.67
21 C -3.15 -18.08 -25.64
22 O -3.25 -18.87 -26.60
23 O -1.29 -17.23 -26.73
24 O -4.95 -16.93 -22.72
25 H -5.06 -18.65 -24.63
26 H -1.05 -15.40 -24.56
27 C 1.00 -15.49 -28.63
28 F 2.03 -14.93 -29.26
29 F 1.20 -15.31 -27.32
30 F -0.16 -14.91 -29.03
31 S 0.97 -17.42 -29.08
32 O 2.01 -17.56 -30.09
33 O 1.23 -18.12 -27.83
34 N -0.71 -17.86 -29.54
35 S -0.69 -17.66 -31.03
36 O -2.10 -17.77 -31.51
37 O 0.01 -16.48 -31.49
38 C 0.34 -19.18 -31.72
39 F -0.41 -19.89 -32.51
40 F 1.46 -18.73 -32.31
41 F 0.63 -19.90 -30.70
42 C -0.95 -12.40 -24.26
43 C -0.38 -11.05 -24.87
44 O -1.18 -9.93 -24.74
45 H -1.12 -12.38 -23.18
46 H -0.30 -13.24 -24.54
47 H -1.90 -12.72 -24.70
48 H -0.22 -11.09 -25.95
49 H 0.54 -10.65 -24.44
50 H -1.26 -9.48 -25.59
51 C -0.29 -12.92 -20.14
52 C 0.14 -14.42 -20.04
53 O 0.33 -14.82 -21.38
54 H -1.21 -12.83 -20.72
55 H 0.45 -12.28 -20.62
56 H -0.55 -12.56 -19.14
57 H -0.60 -15.10 -19.62
58 H 1.09 -14.63 -19.55
59 H -0.47 -14.63 -21.88
60 C -7.31 -19.28 -27.33
61 C -6.93 -17.80 -27.38
62 O -6.16 -17.53 -28.54
63 H -7.59 -19.77 -28.26
64 H -8.11 -19.24 -26.60
65 H -6.44 -19.89 -27.09
66 H -6.24 -17.54 -26.57
67 H -7.70 -17.04 -27.24
68 H -6.78 -17.62 -29.26
69 C 2.18 -18.16 -24.53
70 C 1.26 -17.30 -23.74
71 O 1.44 -17.48 -22.36
72 H 3.18 -17.74 -24.67
73 H 1.73 -18.42 -25.49
74 H 2.39 -19.14 -24.09
75 H 0.21 -17.59 -23.80
76 H 1.26 -16.25 -24.02
77 H 0.98 -16.79 -21.87
78 C -0.48 -20.83 -24.86
79 C -0.92 -21.22 -26.29
80 O -0.59 -20.06 -27.12
81 H -0.87 -19.87 -24.53
82 H 0.60 -20.68 -24.85
83 H -0.83 -21.51 -24.08
84 H -1.99 -21.41 -26.35
85 H -0.35 -22.13 -26.48
86 H 0.33 -19.80 -27.08
87 C -3.68 -15.29 -30.48
88 C -3.41 -15.75 -28.97
89 O -3.59 -17.26 -28.93
90 H -3.02 -14.48 -30.76
91 H -4.70 -14.97 -30.70
92 H -3.67 -16.06 -31.26
93 H -4.14 -15.19 -28.37
94 H -2.41 -15.50 -28.64
95 H -4.53 -17.40 -28.88
96 C -5.39 -20.66 -21.11
97 C -5.73 -22.14 -21.39
98 O -5.58 -22.72 -20.11
99 H -6.20 -20.17 -20.57
100 H -5.29 -20.08 -22.03
101 H -4.44 -20.58 -20.59
102 H -4.95 -22.51 -22.04
103 H -6.77 -22.29 -21.68
104 H -4.62 -22.79 -20.05
105 C -4.44 -20.11 -30.70
106 C -3.86 -20.53 -29.35
107 O -2.42 -20.28 -29.16
108 H -5.53 -20.12 -30.81
109 H -4.02 -20.70 -31.52
110 H -4.31 -19.04 -30.86
111 H -4.04 -21.61 -29.27
112 H -4.39 -19.90 -28.64
113 H -2.00 -21.11 -29.39

Here are the Mulliken charges for atoms 1 to 8, given in e:
1. Zn 0.12
2. Cd 3.40
3. C -0.85
4. C 0.78
5. C 1.21
6. O -0.76
7. C -1.00
8. C 0.55

---

Entry 4:
Here is a cluster of 3 separate species, C15H32BrN3O5P in total in a non-equilibrium geometry from the OMol25 dataset. Energies are from the ωB97M-V functional and the def2-TZVPD basis.

Computed properties:
HOMO-LUMO gap	8.919	eV
DFT total energy	-4046.22429	hartree
total charge	+1
LUMO level	-3.2	eV

Cartesian coordinates (Å):
1 C -2.16 -4.41 -0.74
2 C -2.47 -3.35 -1.87
3 O -3.21 -2.21 -1.43
4 C -2.52 -1.52 -0.37
5 C -2.85 0.04 -0.41
6 O -1.89 0.75 0.39
7 C -1.05 1.58 -0.38
8 N 0.11 0.78 -0.87
9 C 0.01 0.06 -2.08
10 C 1.28 -0.61 -2.18
11 P 1.59 -1.74 -3.63
12 N 2.87 -2.66 -3.49
13 N 2.08 -0.25 -1.09
14 C 3.47 -0.75 -0.88
15 C 1.35 0.62 -0.30
16 C 1.86 1.28 1.01
17 C 1.30 0.62 2.31
18 O 0.85 1.32 3.16
19 Br 1.35 -1.31 2.68
20 H -3.10 -4.90 -0.38
21 H -1.54 -3.99 0.10
22 H -1.53 -5.21 -1.22
23 H -3.12 -3.87 -2.63
24 H -1.50 -3.09 -2.38
25 H -1.41 -1.71 -0.45
26 H -2.91 -1.90 0.61
27 H -2.82 0.31 -1.50
28 H -3.91 0.17 -0.06
29 H -1.56 2.01 -1.28
30 H -0.73 2.42 0.28
31 H -0.84 -0.04 -2.78
32 H 1.68 -0.92 -4.79
33 H 0.41 -2.57 -3.73
34 H 3.46 -2.44 -4.30
35 H 4.08 -0.33 -1.73
36 H 3.81 -0.36 0.11
37 H 3.46 -1.86 -0.85
38 H 2.98 1.23 1.02
39 H 1.58 2.37 1.01
40 C -5.50 2.25 2.71
41 C -6.28 0.97 2.53
42 O -5.43 -0.16 2.70
43 H -4.68 2.30 1.98
44 H -6.14 3.12 2.57
45 H -5.05 2.30 3.70
46 H -6.71 0.91 1.53
47 H -7.10 0.90 3.26
48 H -5.06 -0.12 3.59
49 C 6.41 2.36 1.89
50 C 5.94 2.67 0.48
51 O 4.55 3.01 0.49
52 H 5.84 1.53 2.31
53 H 7.47 2.09 1.90
54 H 6.26 3.22 2.55
55 H 6.07 1.80 -0.16
56 H 6.51 3.50 0.06
57 H 4.45 3.79 1.05

Here are the Mulliken charges for atoms 1 to 8, given in e:
1. C -1.01
2. C 0.25
3. O -0.41
4. C -0.22
5. C -0.51
6. O -0.33
7. C -0.84
8. N 0.38

---

Look up the DFT total energy of the third one. -6076.33879 hartree